(1)
Below is one molecule with the formula C7H10O, with properties calculated with ωB97M-V with the def2-TZVPD basis set.

Results
- energy (eV) = -9459.19304
- orbital gap (eV) = 9.409
- charge = 0
- SMILES = C1C[C@@H]2O[C@H]2[C@@H]2C[C@@H]12

Each line ends with the Mulliken charge.
Positions of all 18 atoms, in Å:
C 1.5621 0.2178 -0.8846  -0.45
C 0.2357 -0.0799 -1.7097  -0.51
C -0.6215 -0.8788 -0.7899  -0.27
C -1.1995 0.0761 0.1731  -0.07
C -0.1114 -0.0317 1.1458  -0.34
C 0.9666 0.7138 2.1127  -0.73
C 1.0849 0.5778 0.6222  0.20
H 2.3342 -0.7061 -1.0607  0.28
H 1.8829 1.1153 -1.5624  0.30
H -0.3047 0.8624 -2.0513  0.33
H 0.7630 -0.2977 -2.7949  0.29
H -0.3322 -1.8923 -0.5165  0.39
H -1.7844 1.0556 -0.0182  0.34
H 0.1756 -1.0919 1.6047  0.11
H 1.5184 -0.0871 2.5216  0.31
H 0.7833 1.6511 2.9580  0.19
H 0.5394 1.5923 0.4487  0.09
O -2.1346 -0.7216 -0.4434  -0.47


(2)
Below is a 2-piece molecular cluster, C7H10O overall, with properties calculated with ωB97M-V with the def2-TZVPD basis set.

Results
- energy (eV) = -9468.01014
- orbital gap (eV) = 9.816
- charge = 0
- SMILES = Cc1ccccc1.O

Each line ends with the Mulliken charge.
Positions of all 18 atoms, in Å:
C 1.2908 -1.5564 0.0973  -1.53
C 0.2154 -0.5205 -0.1118  0.98
C -1.0813 -0.8851 0.2734  -0.59
C -2.1443 -0.0824 -0.0870  -0.40
C -1.9522 1.0723 -0.8461  -0.48
C -0.6499 1.4037 -1.1813  -0.47
C 0.4676 0.6757 -0.7762  -0.38
H 1.3580 -2.2548 -0.7406  0.37
H 2.3039 -1.2190 0.3293  0.36
H 1.0699 -2.1322 0.9987  0.42
H -1.1668 -1.9514 0.4603  0.31
H -3.1598 -0.3122 0.2210  0.34
H -2.7939 1.6300 -1.2239  0.39
H -0.5621 2.3533 -1.7079  0.32
H 1.3913 0.7810 -1.3376  0.37
H 1.9863 0.7781 1.1726  0.30
H 1.8227 1.5475 2.4052  0.30
O 1.6044 0.6725 2.0547  -0.60


(3)
Below is one molecule with the formula C7H10O, with properties calculated with ωB97M-V with the def2-TZVPD basis set.

Results
- energy (eV) = -9466.09505
- orbital gap (eV) = 10.438
- charge = 0
- SMILES = C=CC(O)(C=C)C=C

Each line ends with the Mulliken charge.
Positions of all 18 atoms, in Å:
C -0.0571 -0.0662 0.0383  1.79
C -1.3312 -0.2525 -0.7624  -0.65
C -2.5428 -0.3220 -0.2271  -0.79
C 0.7208 1.0233 -0.5995  -0.74
C 1.0112 2.1756 -0.0285  -0.79
C 0.7095 -1.3613 0.1163  -0.64
C 2.0319 -1.5145 -0.1048  -0.66
H 0.1498 -0.0373 1.9430  0.41
H -1.3069 -0.1752 -1.8803  0.24
H -3.3701 -0.4671 -0.8887  0.28
H -2.7928 -0.1856 0.8205  0.26
H 1.0815 0.7159 -1.6008  0.42
H 0.5785 2.4131 0.9225  0.31
H 1.6838 2.8922 -0.5274  0.26
H 0.1673 -2.2656 0.3846  0.36
H 2.5596 -2.5094 -0.0496  0.25
H 2.6128 -0.6249 -0.4271  0.31
O -0.5771 0.2687 1.3388  -0.63


(4)
Below is one molecule with the formula C7H10O, with properties calculated with ωB97M-V with the def2-TZVPD basis set.

Results
- energy (eV) = -9463.77762
- orbital gap (eV) = 9.761
- charge = 0
- SMILES = C[C@@]1(O)C#CCCC1

Each line ends with the Mulliken charge.
Positions of all 18 atoms, in Å:
C 1.0785 -1.7340 0.0048  0.00
C -0.1378 -1.8856 -0.1050  -0.69
C 2.2522 -0.8289 0.0091  -0.56
C 1.3601 0.3879 0.4974  -0.52
C 0.0069 0.5379 -0.2265  -0.88
C -1.0926 -0.5379 0.1644  1.40
C -2.3515 -0.4764 -0.7502  -1.41
O -1.4807 -0.4311 1.4455  -0.58
H 3.0493 -1.0397 0.6599  0.36
H 2.6628 -0.5611 -0.9839  0.29
H 1.3786 0.3619 1.6449  0.25
H 2.0677 1.2409 0.3224  0.29
H -0.4127 1.6432 -0.0278  0.25
H 0.3286 0.4221 -1.2304  0.36
H -2.8743 0.0383 -0.0700  0.44
H -2.7243 -1.5419 -0.8558  0.30
H -2.1875 -0.0353 -1.7470  0.33
H -0.8739 -0.1973 2.2258  0.36


(5)
Below is C7H10O as an isolated structure, with properties calculated with ωB97M-V with the def2-TZVPD basis set.

Results
- energy (eV) = -9463.49291
- orbital gap (eV) = 9.498
- charge = 0

Each line ends with the Mulliken charge.
Positions of all 18 atoms, in Å:
C 0.7714 -0.4407 -0.8741  -0.52
C 0.5637 -0.1439 1.0778  -0.65
C 1.8715 -0.7503 0.1515  -0.09
C -0.4536 -0.6212 0.0315  0.55
C 0.1233 0.6844 -0.0977  0.45
C -1.7147 -1.3423 0.0940  -1.18
C -0.1399 2.1178 -0.0772  -1.35
O 2.9750 0.0423 0.0144  -0.51
H 0.9955 -0.6942 -1.9811  0.33
H 0.4241 0.0237 2.1088  0.44
H 2.1223 -1.8088 0.1522  0.45
H -2.7572 -0.7031 0.1805  0.24
H -1.7432 -2.0447 0.9372  0.32
H -1.7745 -2.0253 -0.8879  0.26
H -0.6211 2.4617 0.7205  0.40
H -0.8488 2.5275 -0.8861  0.29
H 0.9111 2.6259 0.0135  0.23
H 3.4864 -0.2371 0.7474  0.33


(6)
Below is one molecule with the formula C7H10S, with properties calculated with ωB97M-V with the def2-TZVPD basis set.

Results
- energy (eV) = -18251.86944
- orbital gap (eV) = 9.279
- charge = 0
- SMILES = C[C@@]12C[C@H]1C=CCS2

Each line ends with the Mulliken charge.
Positions of all 18 atoms, in Å:
C -1.5595 -0.5035 1.3072  -1.42
C -0.8974 -0.3625 -0.0020  0.73
C -1.8725 0.5464 -0.9349  -0.90
C -0.4794 1.0348 -0.5834  -0.14
C 0.5249 1.7009 0.3347  -0.42
C 1.7358 1.0173 0.5065  -0.47
C 1.8650 -0.2922 -0.2868  -0.44
H -0.7895 -0.2281 2.1030  0.31
H -2.0824 -1.4268 1.1603  0.42
H -2.3821 0.1678 1.5242  0.34
H -2.6600 1.0423 -0.3917  0.30
H -2.1165 0.5974 -2.0880  0.23
H -0.0551 0.7430 -1.5733  0.27
H 0.1937 2.6625 0.7228  0.39
H 2.4033 1.2589 1.2791  0.41
H 2.7737 -1.0328 0.0569  0.30
H 2.0238 0.0160 -1.3987  0.27
S 0.4244 -1.4154 -0.2152  -0.17


Table of strongest force on any atom (eV/A), in record order: 7.4 1.9 2.5 4.7 5.0 4.4
Table of highest occupied orbital energy (eV), in record order: -8.41 -8.95 -9.53 -9.02 -8.58 -8.35
Table of ΔE to the lowest compared entry with this formula, charge and spin (kJ/mol), in record order: 903.8 53.1 237.9 461.5 488.9 419.3